1.
Entry from OMol25: C4H4HgO as an isolated structure at a distorted geometry (the ωB97M-V functional and the def2-TZVPD basis).

The multiplicity is 3. As for the HOMO-LUMO gap (alpha / beta): 8.0 / 7.5 eV. Its energy above the lowest of the compared OMol25 structures with the same formula, charge and spin is 24.7 kJ/mol. Its total charge is +2.

Geometry (Å):
1 H 0.4448 1.0034 1.0392
2 C -2.7278 -0.0636 0.0130
3 C -1.5195 -0.2772 0.0974
4 C -0.1748 -0.4733 0.2649
5 C 0.8095 0.5940 -0.0575
6 O 2.0760 0.2866 -0.1108
7 H -3.7954 0.1199 0.0007
8 H 0.1909 -1.5063 0.3477
9 H 0.4746 1.3010 -0.8537
10 Hg 4.2216 -0.9845 -0.7410

2.
Entry from OMol25: C25H36As2BrN2O8P2SiTa as an isolated structure at a distorted geometry (the ωB97M-V functional and the def2-TZVPD basis).

The multiplicity is 1. As for the HOMO-LUMO gap: 7.1 eV. Its energy above the lowest of the compared OMol25 structures with the same formula, charge and spin is 253.6 kJ/mol. Its total charge is +2.

Geometry (Å):
1 Ta -0.3818 1.2635 -0.1285
2 Br -2.1902 -6.4378 -1.6408
3 C -1.5057 -4.6889 -1.6985
4 C -0.8274 -4.1769 -0.6038
5 C -0.3477 -2.8756 -0.6419
6 C -0.5048 -2.1010 -1.7808
7 C -1.1841 -2.6236 -2.8785
8 C -1.6921 -3.9101 -2.8348
9 N 0.0820 -0.7936 -1.7966
10 C 0.6484 -0.4802 -2.8936
11 C 1.4526 0.7183 -3.0903
12 C 2.0315 0.9484 -4.3288
13 C 2.8494 2.0551 -4.4961
14 C 3.0689 2.8839 -3.4072
15 C 2.4467 2.5864 -2.2068
16 N 1.6548 1.5263 -2.0421
17 H -0.6824 -4.7900 0.2763
18 H 0.1713 -2.4703 0.2206
19 H -1.3656 -2.0201 -3.7594
20 H -2.2356 -4.3086 -3.6801
21 H 0.6308 -1.1595 -3.7454
22 H 1.8376 0.2691 -5.1485
23 H 3.3034 2.2628 -5.4550
24 H 3.6983 3.7588 -3.4789
25 H 2.5849 3.2339 -1.3503
26 C 3.3400 1.1812 0.9943
27 As 1.9896 -0.0723 0.3744
28 C 3.0445 -1.1354 -0.8491
29 C 1.8372 -1.1737 1.9454
30 C 2.4384 -2.4185 2.0686
31 C 2.3219 -3.1155 3.2646
32 C 1.6174 -2.5705 4.3275
33 C 1.0116 -1.3266 4.1990
34 C 1.1198 -0.6293 3.0027
35 As 0.2168 1.0384 2.6486
36 C 1.0548 2.4343 3.7090
37 C -1.4509 0.8702 3.6055
38 H 4.1613 0.6017 1.4131
39 H 2.9416 1.8442 1.7560
40 H 3.7069 1.7773 0.1561
41 H 3.9685 -1.3874 -0.3309
42 H 3.2854 -0.5603 -1.7354
43 H 2.5059 -2.0411 -1.1261
44 H 2.9982 -2.8584 1.2515
45 H 2.7884 -4.0865 3.3656
46 H 1.5345 -3.1164 5.2577
47 H 0.4545 -0.9145 5.0316
48 H 1.1818 2.0634 4.7250
49 H 0.3803 3.2890 3.7176
50 H 2.0179 2.7468 3.3176
51 H -1.2584 0.8448 4.6768
52 H -1.9606 -0.0454 3.3001
53 H -2.0688 1.7350 3.3715
54 O 0.6990 4.6260 0.8802
55 P -0.6315 4.2021 0.1462
56 O -1.5851 5.2524 -0.1388
57 O -1.0381 2.8677 0.8655
58 O -0.0541 3.3888 -1.1492
59 P -1.0231 2.9325 -2.4996
60 O -2.4282 3.5409 -2.2292
61 O -0.3256 3.2600 -3.7272
62 O -1.1565 1.4863 -1.9904
63 H 0.8077 5.5879 0.9274
64 H -2.6206 4.4003 -2.6340
65 C -3.5454 -1.3127 -1.2791
66 Si -3.1950 -0.7944 0.4481
67 C -4.4285 0.4468 1.0636
68 C -2.8878 -2.1523 1.6638
69 O -1.6925 0.1506 0.3791
70 H -4.5483 -1.7491 -1.2982
71 H -2.8461 -2.0663 -1.6413
72 H -3.5395 -0.4618 -1.9619
73 H -5.3988 -0.0382 1.1968
74 H -4.5679 1.2597 0.3481
75 H -4.1514 0.8801 2.0243
76 H -3.7849 -2.7792 1.6896
77 H -2.7216 -1.7847 2.6818
78 H -2.0581 -2.7881 1.3861

3.
Entry from OMol25: a 9-piece molecular cluster, C16H14Cl33O7P overall at a distorted geometry (the ωB97M-V functional and the def2-TZVPD basis).

The multiplicity is 1. As for the HOMO-LUMO gap: 8.9 eV.

Geometry (Å):
1 C -2.4084 -2.2590 -2.6897
2 C -3.4624 -1.2791 -3.1743
3 O -4.1911 -0.7109 -2.0963
4 C -2.9184 -0.2296 -4.1462
5 O -2.5004 1.0044 -3.5628
6 C -1.2273 1.0007 -3.1063
7 O -0.2768 0.9396 -3.8302
8 O -1.1836 1.1426 -1.7835
9 C 0.0133 1.7930 -1.3421
10 C -0.2549 2.3289 0.0780
11 C 0.1508 3.8125 0.2300
12 C 1.5035 3.9463 0.8737
13 O 2.5129 4.1901 0.2654
14 O 1.5607 3.7187 2.2050
15 P 1.4029 0.5255 -1.2795
16 O 2.3811 1.3434 -0.2824
17 Cl 0.5014 -0.9408 -0.0988
18 H -2.4775 -2.3807 -1.6239
19 H -1.4069 -1.9900 -2.9887
20 H -2.5977 -3.2391 -3.1055
21 H -4.1773 -1.8400 -3.7661
22 H -4.7209 -0.0111 -2.4856
23 H -2.1397 -0.6766 -4.7513
24 H -3.7258 0.0397 -4.8125
25 H 0.3351 2.5830 -2.0068
26 H 0.2247 1.6986 0.8098
27 H -1.3172 2.2586 0.2498
28 H -0.5685 4.2557 0.9131
29 H 0.0871 4.3764 -0.6848
30 H 0.7367 4.0068 2.6088
31 H 3.2860 1.0959 -0.4810
32 C 4.7475 -1.5072 1.6825
33 Cl 4.3687 -1.3284 -0.0400
34 Cl 6.3434 -0.8306 2.0035
35 Cl 3.5358 -0.6472 2.6330
36 Cl 4.7308 -3.2194 2.1041
37 C -5.3571 2.8070 -0.7137
38 Cl -5.9044 4.4595 -0.4262
39 Cl -3.6046 2.7215 -0.5428
40 Cl -6.1159 1.7171 0.4471
41 Cl -5.8087 2.3211 -2.3552
42 C 9.2212 0.2665 -1.0902
43 Cl 7.5202 -0.1773 -0.9537
44 Cl 10.1852 -1.1861 -1.3892
45 Cl 9.4375 1.4010 -2.4250
46 Cl 9.7533 1.0188 0.4169
47 C 14.0327 -3.2326 0.1794
48 Cl 15.3849 -2.9349 -0.9172
49 Cl 13.7587 -4.9724 0.3180
50 Cl 14.4072 -2.5666 1.7707
51 Cl 12.5762 -2.4514 -0.4522
52 C -1.0215 1.7362 4.8216
53 Cl -2.4446 0.7170 4.5885
54 Cl -0.8353 2.1613 6.5208
55 Cl 0.4115 0.8755 4.2651
56 Cl -1.2277 3.2125 3.8660
57 C -6.8786 -3.4877 -4.9034
58 Cl -6.9869 -2.1319 -3.7736
59 Cl -7.9098 -3.1772 -6.3016
60 Cl -5.2034 -3.6751 -5.4369
61 Cl -7.4040 -4.9647 -4.0956
62 C -4.8548 1.7069 8.5041
63 Cl -4.5161 3.4079 8.8407
64 Cl -4.2445 1.2979 6.8974
65 Cl -4.0494 0.6979 9.7094
66 Cl -6.5982 1.4281 8.5714
67 C -4.5186 -4.3869 0.7092
68 Cl -6.1677 -4.8843 1.1076
69 Cl -3.7914 -5.5839 -0.3696
70 Cl -4.5496 -2.8206 -0.0981
71 Cl -3.5633 -4.2908 2.1921

4.
Entry from OMol25: C57H52ClFNO35P as an isolated structure at a distorted geometry (the ωB97M-V functional and the def2-TZVPD basis).

The multiplicity is 1. As for the HOMO-LUMO gap: 6.5 eV.

Geometry (Å):
1 C 1.0400 0.5730 -2.6195
2 C 1.7504 0.7425 -1.2783
3 C 0.9850 1.6435 -0.3336
4 Cl 1.1483 3.3104 -0.9778
5 C 1.5983 1.6125 1.0529
6 O 1.5720 0.2850 1.5030
7 C 2.8227 -0.3832 1.6182
8 C 3.2333 -0.6882 3.0432
9 O 2.7018 -1.8975 3.5254
10 C 1.3222 -1.8070 3.8598
11 P 0.3990 -3.1682 2.9834
12 N -1.2381 -2.6195 2.8746
13 O 0.8902 -3.1222 1.4120
14 C 0.8388 2.4823 2.0934
15 C -0.6225 2.7080 1.8258
16 F 0.9359 1.8568 3.3300
17 H 1.7489 0.5738 -3.4327
18 H 0.3582 1.3923 -2.7951
19 H 0.5226 -0.3674 -2.6743
20 H 1.8864 -0.2328 -0.8412
21 H 2.7218 1.1926 -1.4474
22 H -0.0412 1.3131 -0.3420
23 H 2.5984 2.0270 0.9688
24 H 3.6375 0.1280 1.1165
25 H 2.7191 -1.3414 1.1282
26 H 4.3097 -0.7955 3.0328
27 H 3.0173 0.1460 3.7032
28 H 0.9099 -0.8173 3.6900
29 H 1.2156 -2.0298 4.9148
30 H -1.2652 -1.6036 2.9249
31 H -1.7214 -3.0103 3.6771
32 H 0.6696 -2.2806 0.9792
33 H 1.3242 3.4453 2.1983
34 H -0.7958 3.3051 0.9449
35 H -1.1378 1.7637 1.7007
36 H -1.0498 3.2375 2.6600
37 C -4.6289 -0.9133 7.6605
38 C -3.7486 -1.6705 6.9950
39 C -4.0962 -2.3281 5.6906
40 O -3.2345 -2.9859 5.1349
41 C -5.4362 -2.1501 5.1608
42 C -6.3192 -1.3954 5.8279
43 C -5.9661 -0.7155 7.1205
44 O -6.8165 -0.0332 7.6568
45 O -7.5565 -1.1912 5.4037
46 O -2.5156 -1.8933 7.4319
47 H -4.3893 -0.4333 8.5984
48 H -5.6783 -2.6415 4.2292
49 H -7.9791 -0.6102 6.0672
50 H -2.0888 -2.4700 6.7687
51 C 2.2047 8.4986 0.0932
52 C 2.2679 7.1947 -0.2043
53 C 3.5764 6.4724 -0.3400
54 O 3.5140 5.2812 -0.5926
55 C 4.8071 7.2228 -0.1616
56 C 4.7451 8.5291 0.1296
57 C 3.4343 9.2491 0.2878
58 O 3.4624 10.4313 0.5726
59 O 5.8243 9.2787 0.3006
60 O 1.2023 6.4273 -0.3815
61 H 1.2684 9.0278 0.2001
62 H 5.7438 6.6950 -0.2696
63 H 5.5027 10.1800 0.4999
64 H 1.5651 5.5382 -0.5957
65 C 2.3487 -8.5495 4.3943
66 C 2.2872 -7.2141 4.2921
67 C 1.8175 -6.3544 5.4298
68 O 1.8163 -5.1529 5.2618
69 C 1.3896 -7.0079 6.6596
70 C 1.4476 -8.3410 6.7569
71 C 1.9460 -9.1993 5.6299
72 O 1.9835 -10.4033 5.8061
73 O 1.0760 -9.0035 7.8463
74 O 2.6279 -6.5590 3.1951
75 H 2.6871 -9.1782 3.5833
76 H 1.0370 -6.3814 7.4665
77 H 1.2243 -9.9493 7.6479
78 H 2.4729 -5.6084 3.3777
79 C 6.7380 2.6846 2.4375
80 C 6.4183 1.4351 2.7987
81 C 5.5631 0.5520 1.9354
82 O 5.3276 -0.5758 2.3282
83 C 5.0588 1.0934 0.6862
84 C 5.3719 2.3470 0.3232
85 C 6.2480 3.2215 1.1776
86 O 6.5074 4.3405 0.7781
87 O 4.9293 2.8931 -0.7909
88 O 6.8279 0.8863 3.9333
89 H 7.3543 3.3260 3.0510
90 H 4.4318 0.4549 0.0792
91 H 5.2694 3.8090 -0.8204
92 H 6.4600 -0.0197 3.9448
93 C 1.3222 14.4603 -1.5573
94 C 1.8596 15.1865 -2.5444
95 C 3.3448 15.3316 -2.7051
96 O 3.7555 15.9953 -3.6382
97 C 4.2098 14.6756 -1.7375
98 C 3.6751 13.9482 -0.7476
99 C 2.1874 13.7851 -0.5990
100 O 1.7720 13.1052 0.3170
101 O 4.4136 13.3274 0.1615
102 O 1.1301 15.8281 -3.4488
103 H 0.2544 14.3503 -1.4333
104 H 5.2769 14.7991 -1.8546
105 H 3.7881 12.8585 0.7514
106 H 1.7669 16.2697 -4.0448
107 C -1.5462 -4.7818 -2.3796
108 C -1.6561 -4.2443 -3.5970
109 C -1.8798 -2.7770 -3.7989
110 O -1.9538 -2.3581 -4.9403
111 C -2.0013 -1.9281 -2.6204
112 C -1.8918 -2.4699 -1.4004
113 C -1.6453 -3.9347 -1.2017
114 O -1.5493 -4.3139 -0.0561
115 O -1.9883 -1.7724 -0.2726
116 O -1.5733 -4.9736 -4.7096
117 H -1.3860 -5.8396 -2.2277
118 H -2.1802 -0.8738 -2.7768
119 H -1.8808 -2.4230 0.4604
120 H -1.6936 -4.3571 -5.4585
121 C -4.5227 -9.1374 -4.7452
122 C -3.9633 -7.9426 -4.5189
123 C -4.6144 -6.9189 -3.6352
124 O -4.0282 -5.8655 -3.4775
125 C -5.9012 -7.2363 -3.0359
126 C -6.4610 -8.4309 -3.2636
127 C -5.7985 -9.4670 -4.1264
128 O -6.3637 -10.5334 -4.2712
129 O -7.6302 -8.7891 -2.7512
130 O -2.8057 -7.5723 -5.0591
131 H -4.0644 -9.8824 -5.3796
132 H -6.3679 -6.4839 -2.4163
133 H -7.7980 -9.6979 -3.0707
134 H -2.6046 -6.6642 -4.7370
135 C -4.0927 -3.1480 -7.9068
136 C -4.0429 -4.4738 -7.7401
137 C -4.8940 -5.4129 -8.5416
138 O -4.7768 -6.6059 -8.3355
139 C -5.8151 -4.8458 -9.5149
140 C -5.8694 -3.5188 -9.6843
141 C -4.9998 -2.5812 -8.8963
142 O -5.0959 -1.3906 -9.1188
143 O -6.6857 -2.9356 -10.5516
144 O -3.2406 -5.0594 -6.8546
145 H -3.4813 -2.4657 -7.3307
146 H -6.4353 -5.5291 -10.0771
147 H -6.5212 -1.9751 -10.4744
148 H -3.3935 -6.0237 -6.9387

5.
Entry from OMol25: a 2-piece molecular cluster, C4H11NO2 overall at a distorted geometry (the ωB97M-V functional and the def2-TZVPD basis).

The multiplicity is 1. As for the HOMO-LUMO gap: 9.8 eV. Its energy above the lowest of the compared OMol25 structures with the same formula, charge and spin is 393.1 kJ/mol.

Geometry (Å):
1 C 0.4417 -1.0574 -0.1410
2 C 1.2956 -0.0234 0.5993
3 C 2.3772 0.5635 -0.3025
4 O -0.2519 -0.5215 -1.2265
5 H -0.6799 0.4618 -1.0106
6 H 1.0712 -1.8697 -0.5232
7 H -0.2698 -1.5167 0.5734
8 H 0.6441 0.7811 0.9567
9 H 1.7457 -0.4985 1.4759
10 H 3.0819 -0.2098 -0.6073
11 H 1.9326 0.9870 -1.2017
12 H 2.9296 1.3500 0.2106
13 C -2.5929 -0.4059 0.8100
14 O -1.7501 1.3992 -0.5459
15 N -2.6531 0.0588 -0.3484
16 H -2.1536 1.8164 -1.3201
17 H -1.8736 -0.1119 1.5727
18 H -3.2948 -1.2029 1.0288

6.
Entry from OMol25: a single C16H16N4O3S molecule at a distorted geometry (the ωB97M-V functional and the def2-TZVPD basis).

The multiplicity is 1. As for the HOMO-LUMO gap: 8.0 eV. Its energy above the lowest of the compared OMol25 structures with the same formula, charge and spin is 349.5 kJ/mol.

Geometry (Å):
1 C 5.9793 -2.1387 -0.1702
2 C 5.0051 -1.0126 -0.1048
3 C 3.6618 -1.0758 0.1018
4 C 3.0575 0.2228 0.0984
5 C 3.9991 1.2456 -0.1137
6 N 3.7201 2.5442 -0.1583
7 C 2.4552 2.8417 0.0036
8 N 1.4581 1.9906 0.2036
9 C 1.7266 0.6843 0.2651
10 N 0.6920 -0.1499 0.5015
11 H 0.8631 -1.1371 0.4387
12 C -0.6520 0.2950 0.7756
13 H -0.6257 1.0741 1.5442
14 H -1.2135 -0.5598 1.1549
15 C -1.3736 0.8972 -0.4654
16 C -2.8517 0.6110 -0.3641
17 C -3.7255 1.5901 0.0953
18 C -5.0737 1.3217 0.2186
19 C -5.5485 0.0593 -0.1164
20 C -4.6874 -0.9296 -0.5803
21 C -3.3433 -0.6478 -0.7024
22 H -2.6684 -1.4066 -1.0705
23 H -5.0880 -1.8976 -0.8400
24 N -6.9514 -0.2320 0.0153
25 O -7.3262 -1.3477 -0.2818
26 O -7.6768 0.6523 0.4192
27 H -5.7673 2.0698 0.5704
28 H -3.3304 2.5635 0.3361
29 O -1.1634 2.2746 -0.5575
30 H -0.2223 2.4400 -0.3373
31 H -0.9779 0.3866 -1.3630
32 H 2.1876 3.8886 -0.0346
33 S 5.5976 0.6190 -0.3085
34 C 2.9281 -2.3651 0.3081
35 H 3.6260 -3.1972 0.2989
36 H 2.2021 -2.5309 -0.4893
37 H 2.4153 -2.3684 1.2705
38 H 6.9779 -1.7524 -0.3536
39 H 5.9918 -2.6953 0.7669
40 H 5.7224 -2.8274 -0.9749

7.
Entry from OMol25: a 6-piece molecular cluster, C21H32F15N2O15PS overall at a distorted geometry (the ωB97M-V functional and the def2-TZVPD basis).

The multiplicity is 1. As for the HOMO-LUMO gap: 8.6 eV.

Geometry (Å):
1 N 1.2485 -1.1485 0.4962
2 P -0.3802 -1.3823 0.6260
3 O -0.7406 -1.7184 2.2955
4 O -0.7052 -2.8142 -0.3501
5 O -1.1135 0.0753 -0.0002
6 S -2.8025 0.1264 0.3300
7 O -2.8935 0.3770 1.8548
8 O -3.4336 -1.3877 -0.1349
9 C -4.5176 -1.8418 0.7484
10 N -3.9796 -2.9884 1.5768
11 H 1.3960 -0.1797 0.0908
12 H -0.0116 -1.2654 2.8182
13 H -0.1473 -3.5270 0.1166
14 H -5.3507 -2.3102 0.0341
15 H -5.0555 -0.9974 1.3543
16 H -4.2050 -2.9032 2.5918
17 H -2.9393 -2.9830 1.4004
18 C -4.1586 2.7826 2.7176
19 C -3.4210 3.9112 3.4127
20 O -3.6916 5.1631 2.7646
21 C -4.8533 5.7938 3.1304
22 O -5.6439 5.3458 3.9556
23 C -4.9889 7.1328 2.4058
24 F -4.6723 7.0509 1.0813
25 F -4.1686 8.0867 2.9332
26 F -6.2510 7.6436 2.4613
27 H -3.9155 2.7635 1.6501
28 H -3.8937 1.8171 3.1579
29 H -5.2425 2.9134 2.7944
30 H -2.3413 3.7426 3.3406
31 H -3.6681 3.9590 4.4795
32 C -0.5382 -0.7410 -3.1756
33 C 0.4602 -1.6429 -3.8763
34 O 0.9717 -1.0056 -5.0563
35 C 2.0075 -0.1267 -4.8674
36 O 2.4941 0.1308 -3.7702
37 C 2.4858 0.4360 -6.2056
38 F 1.4562 0.7971 -7.0248
39 F 3.2283 -0.4686 -6.9065
40 F 3.2663 1.5448 -6.0694
41 H -1.3322 -0.4363 -3.8655
42 H -0.9896 -1.2527 -2.3208
43 H -0.0588 0.1755 -2.8180
44 H -0.0406 -2.5607 -4.2022
45 H 1.2746 -1.9418 -3.2063
46 C 2.9545 -1.5617 7.3069
47 C 2.2839 -0.3852 7.9905
48 O 1.5713 0.4129 7.0336
49 C 0.3125 -0.0202 6.7039
50 O -0.2086 -1.0278 7.1730
51 C -0.3479 0.9460 5.7207
52 F 0.4947 1.3428 4.7238
53 F -0.7753 2.0878 6.3326
54 F -1.4398 0.4142 5.1025
55 H 3.5947 -1.2175 6.4879
56 H 3.5633 -2.1277 8.0178
57 H 2.2139 -2.2379 6.8688
58 H 3.0458 0.2610 8.4391
59 H 1.6221 -0.7120 8.8008
60 C 1.7595 -4.1818 -7.0825
61 C 1.5035 -5.5816 -7.6081
62 O 1.7850 -6.5585 -6.5948
63 C 0.7835 -6.7938 -5.6879
64 O -0.3021 -6.2211 -5.7042
65 C 1.1963 -7.8875 -4.7031
66 F 2.4738 -7.7345 -4.2492
67 F 1.1394 -9.1301 -5.2631
68 F 0.4050 -7.9332 -3.5946
69 H 2.7785 -4.0980 -6.6906
70 H 1.6228 -3.4394 -7.8741
71 H 1.0811 -3.9396 -6.2586
72 H 2.1788 -5.7880 -8.4452
73 H 0.4804 -5.6906 -7.9862
74 C 4.7915 4.8633 0.7596
75 C 4.3764 4.4420 -0.6374
76 O 3.4036 3.3883 -0.5765
77 C 2.1025 3.7778 -0.3855
78 O 1.7497 4.9473 -0.2646
79 C 1.1719 2.5652 -0.3930
80 F 1.6606 1.5201 0.3352
81 F 0.9650 2.0852 -1.6530
82 F -0.0619 2.8369 0.1180
83 H 5.1437 3.9999 1.3336
84 H 5.5898 5.6099 0.7182
85 H 3.9469 5.2884 1.3107
86 H 5.2444 4.0429 -1.1729
87 H 4.0012 5.2906 -1.2208

8.
Entry from OMol25: a 2-piece molecular cluster, CN4O4 overall at a distorted geometry (the ωB97M-V functional and the def2-TZVPD basis).

The multiplicity is 1. As for the HOMO-LUMO gap (alpha / beta): 9.0 / 9.0 eV. Its energy above the lowest of the compared OMol25 structures with the same formula, charge and spin is 573.3 kJ/mol.

Geometry (Å):
1 C -1.9032 0.9513 -3.3914
2 N -1.4462 1.2990 -4.3827
3 N 3.4740 -1.1648 4.2591
4 N 2.0932 -1.1052 3.3178
5 N -1.5350 0.2925 -1.0500
6 O 4.3676 -1.2771 4.9792
7 O -2.2055 -0.0772 -0.1859
8 O -0.4134 0.5148 -1.2343
9 O -2.4316 0.5668 -2.3116